A cluster of 3 separate species, C39H44N5O5S2 in total in a non-equilibrium geometry. Source: OMol25; level of theory: ωB97M-V/def2-TZVPD.

Net charge: +1
Frontier orbital gap (eV): 6.25

Each line ends with the Mulliken charge.
Geometry (Å):
C  3.23749  0.75608  5.09871  -1.2273
C  2.15254  1.02847  4.03789  -0.0717
C  2.53774  0.50665  2.65370  -1.3533
C  1.84609  1.20968  1.48369  0.3324
C  0.44911  0.75600  1.19588  0.9104
N  -0.11356  -0.01837  2.09998  -0.5894
N  -1.34820  -0.40927  1.88589  0.3630
O  -1.88646  -1.16385  2.86984  -0.3033
C  -1.48945  -2.58084  2.75714  -0.6502
C  -2.64505  -3.39442  2.21687  -0.1680
C  -3.80850  -3.48220  3.22497  -1.0525
C  -2.07410  -0.10155  0.83207  -0.3854
C  -1.52628  0.71464  -0.14457  -1.1235
C  -0.23542  1.16741  0.01303  1.1060
C  0.37751  2.08535  -0.99643  -1.0206
C  1.62979  1.57012  -1.73193  -1.2343
C  1.63102  0.06259  -1.96988  -0.3059
S  3.35611  -0.42544  -2.26130  -0.2056
C  3.00024  -2.03504  -2.97554  0.2566
S  2.78368  -3.32626  -2.02608  -0.1563
N  2.96310  -1.99302  -4.37905  0.4431
C  4.31513  -1.80757  -4.87548  -1.0345
C  4.60519  -0.66346  -5.60173  0.1618
C  5.89332  -0.44518  -6.06920  -0.7074
C  6.89579  -1.37110  -5.81136  -0.3952
C  6.59942  -2.51887  -5.08508  -0.9618
C  5.31400  -2.73522  -4.61206  0.3796
C  2.17651  -3.00764  -5.01924  0.7286
C  0.83579  -3.12254  -4.64990  -0.0394
C  0.02078  -4.07462  -5.22781  -0.6748
C  0.53038  -4.92656  -6.20387  -0.5104
C  1.84774  -4.78970  -6.60235  -0.7765
C  2.67157  -3.83342  -6.01405  -0.3776
H  4.09308  0.23863  4.66585  0.3799
H  2.85840  0.10592  5.88532  0.3265
H  3.57842  1.67454  5.57002  0.2940
H  1.91529  2.09185  3.99280  0.3108
H  1.24722  0.51298  4.36012  0.1187
H  3.60442  0.69196  2.51206  0.6347
H  2.40727  -0.57399  2.57769  0.2671
H  2.44699  1.05219  0.58978  -0.1157
H  1.81708  2.28808  1.67125  0.2369
H  -1.22777  -2.87185  3.77136  0.4334
H  -0.59832  -2.62770  2.13278  0.3483
H  -3.00133  -2.87254  1.32599  0.1515
H  -2.27526  -4.37742  1.93450  0.3885
H  -4.73526  -3.12521  2.78195  0.2150
H  -3.98169  -4.51830  3.50787  0.3791
H  -3.62085  -2.90638  4.12949  0.3293
H  -3.08243  -0.48303  0.79221  0.5458
H  -2.11622  0.98745  -1.00669  0.5150
H  -0.39405  2.31849  -1.73049  0.6786
H  0.62357  3.01929  -0.49147  -0.3493
H  2.53411  1.85924  -1.19849  0.5226
H  1.68851  2.07285  -2.69564  0.6133
H  1.04206  -0.21074  -2.84545  0.3865
H  1.29114  -0.50184  -1.10066  0.2068
H  3.83418  0.06846  -5.79824  0.4243
H  6.12912  0.45339  -6.62196  0.3899
H  7.90511  -1.21075  -6.16315  0.4118
H  7.35909  -3.26012  -4.87990  0.3932
H  5.08084  -3.62548  -4.04092  0.4139
H  0.45667  -2.45698  -3.88463  0.2255
H  -1.00949  -4.15409  -4.90943  0.3941
H  -0.10003  -5.68341  -6.64860  0.3889
H  2.25280  -5.42765  -7.37508  0.3856
H  3.69378  -3.75051  -6.35452  0.3891
C  0.96592  9.12115  -1.25826  -0.4220
C  0.05444  8.61386  -0.34084  -0.5234
C  0.24875  7.35841  0.21028  -0.3007
C  1.36458  6.63634  -0.17520  0.1956
C  2.28515  7.11877  -1.08889  -0.3196
C  2.07605  8.37497  -1.63301  -0.5244
N  1.58694  5.31111  0.41534  1.0346
O  0.75715  4.88256  1.20050  -0.5922
O  2.58405  4.69522  0.08868  -0.5810
H  0.81159  10.10452  -1.68154  0.3915
H  -0.80759  9.19813  -0.05077  0.3812
H  -0.44817  6.95015  0.92646  0.4455
H  3.14512  6.52764  -1.36548  0.4560
H  2.78308  8.77307  -2.34727  0.3820
C  -6.37000  -1.02743  5.88969  -0.6761
C  -6.59594  -1.25416  4.53791  -0.2959
C  -7.76540  -1.86703  4.11882  -0.4810
C  -8.69212  -2.24108  5.07301  0.1563
C  -8.49013  -2.02974  6.42336  -0.4297
C  -7.31470  -1.41672  6.82978  -0.3466
N  -9.94573  -2.88313  4.62863  1.0130
O  -10.08332  -3.07330  3.43718  -0.6046
O  -10.75688  -3.17591  5.47997  -0.5927
H  -5.45672  -0.54468  6.21237  0.3828
H  -5.85973  -0.94952  3.80579  0.5724
H  -7.96005  -2.05191  3.07307  0.4405
H  -9.23675  -2.33782  7.13978  0.4678
H  -7.13909  -1.24167  7.88215  0.3804

=====

A cluster of 7 separate species, C39H44N5O6 in total in a non-equilibrium geometry. Source: OMol25; level of theory: ωB97M-V/def2-TZVPD.

Net charge: +1
Frontier orbital gap (eV): 8.47
Energy above the lowest of the compared OMol25 structures with the same formula, charge and spin (eV): 0.705

Each line ends with the Mulliken charge.
Geometry (Å):
C  3.59162  -2.85062  -1.10274  -1.2365
C  3.39855  -1.72229  -0.01487  -0.1492
N  2.63026  -0.48885  -0.42881  0.3138
C  2.98902  0.85165  -0.49016  -0.7821
C  1.91435  1.56506  -0.76795  -0.1432
N  0.84629  0.70337  -0.83517  0.2230
C  1.34904  -0.51077  -0.65209  0.0097
C  -0.50206  0.99735  -1.19811  -0.3813
H  2.65588  -3.24976  -1.25001  0.3079
H  4.06952  -3.69667  -0.65454  0.1107
H  3.97422  -2.62952  -1.93602  0.6901
H  4.39307  -1.30636  0.08424  0.3566
H  3.06183  -2.12296  1.00723  0.0351
H  3.93246  1.21348  -0.26927  0.5019
H  1.64538  2.63592  -0.90532  0.4263
H  0.78686  -1.58227  -0.52065  0.1262
H  -0.76411  1.98160  -1.68486  -0.2993
H  -1.27380  0.59277  -0.37940  0.1650
H  -0.73251  0.35501  -1.97103  0.6486
N  1.23849  0.08780  3.08206  -0.4973
C  0.21703  0.70858  2.43154  0.1479
C  -1.10829  0.56882  2.84431  -0.2781
C  -1.41792  -0.24303  4.04785  -0.5809
C  -0.28715  -0.88767  4.66529  -0.0832
C  0.94458  -0.71669  4.10972  -0.6580
H  0.24650  1.24958  1.46305  0.2064
H  -1.92296  1.15001  2.39477  0.4259
H  -2.41264  -0.39335  4.56225  0.3435
H  -0.46139  -1.49278  5.59353  0.3654
H  1.85528  -1.02723  4.55190  0.5165
N  -1.07463  -4.25013  -0.47592  -0.5458
C  -1.72901  -3.34432  0.28655  -0.5317
C  -1.06363  -2.87896  1.34206  -0.2881
C  0.13881  -3.44909  1.73102  -0.0870
C  0.72125  -4.40275  0.97313  -0.3176
C  0.20213  -4.73899  -0.29700  -0.6227
H  -2.60418  -2.84761  -0.09620  0.4761
H  -1.56037  -2.19238  1.96116  0.4684
H  0.62658  -3.03772  2.56854  0.4369
H  1.63839  -4.68494  1.49855  0.3898
H  0.64930  -5.28061  -1.02787  0.6505
N  -3.39113  -0.99546  -2.56970  -0.2525
C  -4.62117  -0.72377  -2.24916  -0.0903
C  -5.54337  0.01006  -3.07949  -0.7393
C  -5.04569  0.06357  -4.47311  0.0127
C  -3.82379  -0.32298  -4.79058  -0.9608
C  -2.95815  -0.83103  -3.79680  -0.0926
H  -4.75485  -1.02068  -1.19740  0.3553
H  -6.55836  0.30833  -2.94390  0.4521
H  -5.91370  0.55771  -5.00197  0.2775
H  -3.52082  -0.41834  -5.76062  0.5219
H  -1.96152  -1.15624  -3.96849  0.5405
C  0.17849  4.62504  -2.88303  -0.3880
C  0.59503  5.69470  -1.94492  -0.5993
C  -0.30950  6.41215  -1.29248  0.3612
C  -1.70524  6.08150  -1.41189  -0.9162
C  -2.07332  5.11164  -2.40554  -0.4173
C  -1.17732  4.31595  -3.06367  0.1992
O  -1.58942  3.38227  -3.92547  -0.5672
O  0.06075  7.37369  -0.27104  -0.5526
H  1.00218  3.96439  -3.12196  0.5493
H  1.63420  5.88558  -1.79347  0.4847
H  -2.40989  6.47226  -0.97986  0.9061
H  -3.16178  5.15131  -2.30068  0.3500
H  -2.49133  3.06398  -3.85933  0.3287
H  -0.57780  7.96847  -0.08714  0.2838
C  -4.56556  4.23329  0.64971  -0.9284
C  -3.13157  3.61124  0.47146  0.1638
C  -2.20373  3.82235  1.45151  0.2997
C  -2.65710  4.48156  2.65985  -1.0460
C  -3.87371  4.89632  2.84953  -0.4725
C  -4.89995  4.91806  1.81451  0.4818
O  -6.22268  5.33213  2.04532  -0.5390
O  -0.86589  3.57271  1.18755  -0.2206
H  -5.11655  3.93578  -0.14414  0.6013
H  -2.88249  3.36766  -0.63353  0.1778
H  -1.90554  4.81875  3.13961  0.6997
H  -4.17783  5.21058  3.83218  0.3326
H  -6.56158  5.66837  2.89637  0.3259
H  -0.16779  4.13679  1.57919  0.2288
C  5.99084  -6.66787  -0.26304  -0.7006
C  6.68866  -5.31825  -0.04371  -0.5241
C  6.28774  -4.45856  0.98658  0.1844
C  5.26296  -5.11266  1.83708  -0.0739
C  4.63266  -6.38170  1.66877  -0.7699
C  5.04557  -7.13146  0.47546  0.7634
O  4.45465  -8.28788  0.16169  -0.5260
O  6.75796  -3.23864  1.40685  -0.4953
H  6.24103  -7.30756  -1.02945  0.4696
H  7.37086  -4.84812  -0.71747  0.3561
H  4.86099  -4.74352  2.85082  0.2789
H  3.75727  -6.66806  2.08216  0.4215
H  4.02946  -8.74965  0.84334  0.3103
H  7.16678  -2.69848  0.87270  0.2937